{"formula": "C43H70N2PPtS", "method": "ωB97M-V/def2-TZVPD", "symbols": ["Pt", "C", "C", "C", "C", "C", "H", "H", "H", "H", "H", "C", "C", "C", "C", "C", "C", "C", "C", "C", "C", "C", "C", "C", "C", "C", "C", "C", "C", "C", "C", "C", "P", "C", "C", "C", "C", "C", "C", "C", "C", "H", "H", "H", "H", "H", "H", "H", "H", "H", "H", "H", "H", "H", "H", "H", "H", "H", "H", "H", "H", "H", "H", "H", "H", "H", "H", "H", "H", "H", "H", "H", "H", "H", "H", "H", "H", "H", "H", "H", "H", "H", "H", "H", "H", "H", "C", "C", "C", "C", "N", "C", "S", "N", "C", "C", "C", "C", "H", "H", "H", "H", "H", "H", "H", "H", "H", "H", "H", "H", "H", "H", "H", "H", "H", "H", "H", "H"], "coordinates": [[-0.52808, -1.29669, -1.62563], [-0.94677, -3.49189, -2.19672], [-0.74687, -3.71311, -3.55415], [0.68305, -3.66145, -3.88960], [1.35009, -3.38372, -2.76155], [0.35697, -3.29830, -1.63641], [-1.83774, -3.75879, -1.64917], [-1.52234, -4.02070, -4.24565], [1.08272, -3.80841, -4.88003], [2.41400, -3.24998, -2.63498], [0.64438, -3.74831, -0.69573], [0.35535, 3.73398, 3.04779], [-0.24143, 2.38689, 3.52080], [-1.55938, 2.61727, 4.25623], [-0.34238, 1.51068, 2.31579], [0.87813, 0.73637, 1.92468], [0.89932, 0.18297, 0.45147], [2.33622, 0.44999, -0.10302], [2.55903, 0.09989, -1.56596], [2.91994, 1.86408, 0.08081], [-0.34105, 0.48254, -0.46107], [-1.55952, 0.56011, 0.44105], [-1.49360, 1.33708, 1.61365], [-2.87180, -0.07828, 0.15605], [-2.99117, -1.35482, 1.03316], [-4.09052, 0.80976, 0.46482], [-0.33775, 1.76867, -1.30683], [-0.06978, 2.98893, -0.69505], [-0.04641, 4.17264, -1.41672], [-0.32533, 4.15310, -2.77289], [-0.62419, 2.94745, -3.39017], [-0.62020, 1.74798, -2.67830], [-1.15194, 0.18439, -3.45385], [-2.98065, 0.36901, -3.88115], [-3.20601, 1.23299, -5.12690], [-3.75245, 1.02680, -2.72657], [-3.57436, -1.02732, -4.12502], [-0.13161, -0.09025, -5.03673], [1.30701, -0.33980, -4.57388], [-0.69501, -1.30395, -5.78650], [-0.01440, 1.05703, -6.06001], [0.53807, 4.35727, 3.92196], [-0.35233, 4.25772, 2.40335], [1.30262, 3.62083, 2.51798], [0.47915, 1.93085, 4.20796], [-2.25536, 3.20916, 3.66019], [-1.36711, 3.17574, 5.17053], [-2.04357, 1.68021, 4.53602], [1.71232, 1.42562, 2.04528], [2.94907, -0.23820, 0.48858], [2.29753, 0.94922, -2.19741], [1.98330, -0.74753, -1.92150], [3.61484, -0.11412, -1.73166], [2.37857, 2.60049, -0.50810], [3.94202, 1.84797, -0.29843], [2.99097, 2.23477, 1.10447], [-2.41365, 1.73867, 2.01304], [-2.87354, -0.40015, -0.88378], [-2.90110, -1.10423, 2.09265], [-2.25488, -2.11196, 0.77778], [-3.99265, -1.75834, 0.88653], [-4.25643, 0.89647, 1.53817], [-4.97912, 0.33544, 0.05088], [-4.00668, 1.80743, 0.03709], [0.13587, 3.03579, 0.36560], [0.17649, 5.10528, -0.91608], [-0.32399, 5.06841, -3.34849], [-0.87901, 2.96043, -4.43676], [-2.90503, 2.26891, -4.97383], [-4.27849, 1.23796, -5.32799], [-2.72247, 0.83976, -6.01356], [-3.15230, 1.73179, -2.14783], [-4.18732, 0.28240, -2.06863], [-4.58620, 1.59123, -3.14498], [-3.22800, -1.48117, -5.05017], [-4.65914, -0.93296, -4.19782], [-3.35791, -1.70530, -3.29399], [1.37197, -1.12291, -3.82792], [1.74862, 0.57314, -4.17648], [1.90339, -0.64456, -5.43526], [-1.08105, -2.08470, -5.13425], [0.09081, -1.73426, -6.40944], [-1.50859, -1.00869, -6.44882], [0.34659, 1.99076, -5.64123], [-0.90807, 1.23698, -6.64425], [0.75185, 0.73352, -6.76813], [0.37477, -5.83598, 4.46041], [0.11774, -4.44394, 5.02213], [0.24958, -3.35872, 3.95769], [0.06938, -1.96771, 4.55669], [0.04698, -0.90112, 3.54575], [1.10739, -0.34393, 2.98386], [0.53610, -1.63287, 0.45521], [2.31325, -0.71434, 3.34481], [3.64574, -0.17214, 3.01645], [4.45998, 0.13698, 4.28400], [4.71937, 1.62821, 4.48457], [3.44817, 2.43015, 4.72952], [0.24502, -6.59462, 5.22968], [1.39185, -5.92620, 4.07513], [-0.31713, -6.06744, 3.64838], [0.81748, -4.23977, 5.83774], [-0.88392, -4.39754, 5.45756], [-0.49983, -3.50535, 3.17354], [1.22738, -3.43759, 3.46796], [0.85124, -1.73918, 5.28604], [-0.87086, -1.90230, 5.10338], [-0.84601, -0.69474, 3.12320], [2.35571, -1.48844, 3.99673], [3.52541, 0.72160, 2.40950], [4.15085, -0.91930, 2.40362], [5.40888, -0.39578, 4.23093], [3.93567, -0.26021, 5.15892], [5.25024, 2.02230, 3.61365], [5.39691, 1.74986, 5.32970], [2.71017, 2.26225, 3.93496], [3.65384, 3.49933, 4.75072], [2.98508, 2.15855, 5.68027]], "forces_ev_per_a": [[0.307, -0.029, 0.081], [-0.079, 0.125, -0.126], [0.108, 0.009, -0.018], [-0.106, 0.022, 0.166], [0.013, 0.000, -0.150], [-0.025, -0.170, 0.256], [-0.045, 0.008, -0.056], [-0.016, 0.004, -0.003], [0.023, 0.002, -0.005], [0.001, 0.000, -0.009], [-0.135, 0.009, 0.048], [-0.020, 0.029, -0.003], [-0.039, -0.018, 0.038], [0.030, -0.004, -0.013], [-0.029, -0.045, -0.004], [0.001, -0.005, 0.039], [-0.023, -0.050, -0.066], [0.055, -0.003, 0.040], [-0.019, 0.086, -0.151], [0.000, -0.030, -0.059], [-0.110, -0.054, 0.157], [0.056, 0.102, -0.048], [0.070, -0.068, -0.002], [-0.065, 0.085, -0.061], [0.011, -0.025, 0.048], [0.066, -0.013, -0.016], [0.022, -0.076, -0.025], [0.011, 0.080, 0.009], [0.001, -0.044, 0.022], [-0.014, -0.057, -0.006], [-0.050, 0.095, 0.047], [-0.251, -0.001, -0.054], [0.006, 0.035, 0.079], [-0.030, -0.097, -0.062], [0.061, -0.027, -0.051], [0.039, 0.101, -0.041], [0.004, -0.022, 0.076], [0.126, 0.012, 0.072], [-0.025, -0.074, 0.021], [-0.041, 0.063, -0.077], [-0.010, -0.004, 0.019], [0.008, -0.002, 0.006], [-0.002, -0.001, -0.001], [0.008, -0.005, -0.006], [0.011, 0.014, -0.020], [-0.008, 0.000, -0.005], [-0.001, 0.008, 0.002], [0.003, -0.013, 0.002], [-0.047, -0.011, 0.006], [-0.017, 0.018, -0.008], [-0.013, 0.013, 0.024], [0.065, -0.136, 0.178], [0.007, 0.018, -0.028], [0.010, 0.014, -0.007], [0.013, -0.001, 0.004], [-0.008, 0.019, -0.016], [-0.028, -0.003, 0.021], [-0.015, -0.012, 0.046], [-0.003, 0.009, 0.001], [0.008, 0.021, 0.019], [0.007, -0.018, -0.043], [-0.008, 0.008, 0.012], [0.002, 0.003, -0.012], [0.007, 0.017, -0.004], [-0.005, -0.007, -0.009], [0.011, 0.011, -0.005], [-0.008, 0.012, 0.000], [-0.012, -0.026, -0.047], [0.037, 0.001, -0.029], [-0.009, 0.018, 0.008], [0.028, -0.029, -0.049], [-0.044, -0.012, -0.004], [0.010, -0.002, 0.016], [-0.009, -0.006, -0.009], [0.002, 0.008, -0.017], [-0.003, 0.008, -0.013], [-0.021, 0.003, -0.002], [0.046, -0.002, 0.017], [-0.008, -0.018, -0.003], [-0.002, 0.004, -0.017], [0.067, 0.012, 0.006], [-0.008, 0.010, -0.016], [-0.006, -0.043, 0.014], [0.044, -0.003, 0.082], [-0.136, 0.082, 0.066], [-0.029, -0.006, -0.037], [-0.009, 0.006, -0.002], [0.015, -0.018, 0.000], [0.026, 0.030, 0.008], [0.015, -0.029, 0.011], [0.064, 0.048, -0.023], [-0.082, -0.071, -0.045], [0.143, 0.103, -0.255], [0.044, -0.012, 0.029], [0.033, 0.029, 0.015], [0.019, -0.008, 0.017], [-0.017, -0.001, 0.009], [0.002, -0.011, -0.041], [0.005, -0.003, -0.002], [0.001, 0.006, -0.001], [-0.007, 0.000, 0.004], [0.004, -0.004, 0.001], [0.002, 0.009, 0.004], [-0.015, -0.019, 0.011], [-0.007, -0.004, -0.013], [-0.024, 0.020, 0.013], [-0.025, -0.001, -0.042], [0.005, 0.008, 0.010], [-0.020, 0.022, 0.009], [0.005, -0.032, 0.044], [-0.025, -0.005, -0.008], [0.001, 0.004, -0.014], [0.012, -0.016, 0.008], [0.004, -0.015, -0.016], [0.003, 0.027, -0.002], [0.026, 0.025, 0.007], [-0.003, 0.010, 0.033], [-0.021, -0.019, -0.006]], "charge": 3, "e_above_lowest_kj_mol": 0.0, "homo_lumo_gap_ev": [6.35, 6.35]}